2 unconnected molecules or ions with the total composition C6H15NO2 at a distorted geometry. Source: OMol25; level of theory: ωB97M-V/def2-TZVPD.

Structure (XYZ):
```
24
Properties=species:S:1:pos:R:3:forces:R:3:nbo_charge:R:1
C 0.9733 -1.2651 1.8304 0.4 1.3 0.5 -0.4044
N 0.8068 -0.2269 0.7918 -0.6 -0.9 1.9 -0.4545
C 0.7249 1.1361 1.3695 1.0 1.1 -1.7 -0.2420
C -0.6628 1.7674 1.0182 0.2 -0.6 0.5 -0.4323
C -1.4132 0.6649 0.2417 0.1 -0.3 0.5 -0.4386
C -0.2863 -0.3035 -0.1839 1.3 2.1 -2.2 -0.0629
C 0.4728 0.3615 -1.4146 -1.0 -0.8 -0.1 -0.0645
O -0.3594 0.6007 -2.5551 -0.1 0.3 0.0 -0.7365
H 1.8851 -1.0126 2.4177 -0.3 -0.2 -0.7 0.1999
H 0.2109 -1.2289 2.6216 -0.4 -0.4 -0.3 0.1677
H 1.1215 -2.2374 1.3852 -0.2 -0.3 0.0 0.2056
H 1.5051 1.6649 0.7604 -0.6 0.2 0.8 0.1905
H 1.0658 1.2961 2.3953 -0.3 -0.8 0.1 0.2140
H -1.2700 2.0048 1.9040 0.5 0.4 -0.2 0.2189
H -0.4571 2.6586 0.3971 -0.6 -0.4 0.4 0.2145
H -2.1030 0.0731 0.8532 0.0 0.4 0.3 0.2051
H -2.0347 1.1640 -0.5098 0.4 -0.6 -0.4 0.2306
H -0.6207 -1.2789 -0.5356 0.1 -0.1 0.9 0.1768
H 1.2783 -0.2838 -1.7875 0.2 0.2 0.8 0.1822
H 0.8181 1.3318 -1.0492 0.2 -0.2 -0.5 0.1759
H -1.0658 -0.0461 -2.5598 -0.3 0.0 0.0 0.4531
H -0.0744 -1.7257 -3.0360 0.1 -0.3 0.3 0.4731
H -0.4463 -2.5125 -1.7363 0.1 0.0 -0.3 0.4606
O -0.0688 -2.6025 -2.6182 0.0 0.0 -0.3 -0.9328
```
Positions in Å, forces in eV/Å.

Results
Energy above the lowest of the compared OMol25 structures with the same formula, charge and spin   59.16 kcal per mole
SMILES   CN1CCC[C@H]1CO.O
Orbital gap   0.341 Ha
Total charge   0
E_HOMO   -8.584 eV
DFT total energy   -12048.846 eV